Record 1
{
  "formula": "C40H70AsO2PtS3SeSi2",
  "method": "the ωB97M-V functional and the def2-TZVPD basis",
  "elements": ["Pt", "C", "C", "C", "C", "C", "C", "C", "Se", "C", "C", "C", "C", "C", "C", "O", "C", "C", "C", "C", "C", "C", "C", "C", "C", "O", "C", "C", "C", "C", "C", "C", "H", "H", "H", "H", "H", "H", "H", "H", "H", "H", "H", "H", "H", "H", "H", "H", "H", "H", "H", "H", "H", "H", "H", "H", "H", "H", "H", "H", "H", "H", "H", "H", "H", "H", "H", "H", "H", "H", "H", "H", "C", "C", "S", "C", "C", "S", "C", "C", "S", "H", "H", "H", "H", "H", "H", "H", "H", "H", "H", "H", "H", "C", "Si", "C", "C", "As", "Si", "C", "C", "C", "H", "H", "H", "H", "H", "H", "H", "H", "H", "H", "H", "H", "H", "H", "H", "H", "H", "H"],
  "coordinates": [[-0.07403, -0.34556, -1.73901], [0.73246, -4.75493, 4.95428], [-0.36001, -3.87944, 4.34178], [-1.59631, -4.75049, 4.08442], [-0.71516, -2.77406, 5.34724], [0.08123, -3.23313, 3.03020], [-0.78187, -2.39886, 2.33687], [-0.36010, -1.84572, 1.14453], [-1.50973, -0.61351, 0.27468], [-0.76578, 0.90820, 1.13961], [-1.30081, 1.27076, 2.36411], [-0.69501, 2.27443, 3.10173], [0.48324, 2.79284, 2.57229], [1.06008, 2.41364, 1.35953], [0.35953, 1.49140, 0.56245], [0.72867, 1.22306, -0.69199], [2.43744, 3.02254, 1.01910], [3.09700, 2.45811, -0.24552], [3.39640, 2.72929, 2.18645], [2.30548, 4.54337, 0.85721], [-1.28511, 2.71204, 4.44159], [-1.28350, 1.51660, 5.40527], [-2.72744, 3.19077, 4.23197], [-0.48706, 3.84789, 5.08035], [0.87615, -2.04457, 0.56083], [1.15692, -1.52630, -0.65269], [1.79010, -2.83500, 1.27868], [1.34064, -3.41025, 2.47104], [3.25320, -3.13403, 0.88635], [4.17220, -2.67111, 2.03011], [3.41025, -4.64953, 0.68516], [3.76006, -2.43968, -0.37947], [0.35939, -5.20122, 5.87689], [1.02168, -5.56838, 4.28564], [1.62140, -4.17242, 5.20563], [-1.91025, -5.24151, 5.00739], [-2.43598, -4.15777, 3.71703], [-1.37661, -5.52194, 3.34365], [-0.97477, -3.21069, 6.31341], [0.13110, -2.09947, 5.49181], [-1.56701, -2.18108, 5.00782], [-1.77302, -2.17468, 2.71376], [-2.18054, 0.75716, 2.73610], [1.01340, 3.53336, 3.15383], [3.18154, 1.37117, -0.20298], [2.54278, 2.71338, -1.14678], [4.10108, 2.87945, -0.32899], [3.47212, 1.65414, 2.36315], [4.39155, 3.10869, 1.94693], [3.07819, 3.20512, 3.11388], [1.64871, 4.79171, 0.02421], [1.90287, 5.01119, 1.75701], [3.28671, 4.98160, 0.66174], [-1.90917, 0.70192, 5.03426], [-0.27050, 1.13221, 5.54042], [-1.66976, 1.81789, 6.38100], [-3.36043, 2.39842, 3.82823], [-3.15856, 3.51103, 5.18240], [-2.75716, 4.03578, 3.54106], [0.53338, 3.53970, 5.31698], [-0.44750, 4.72573, 4.43193], [-0.96618, 4.14487, 6.01420], [2.04234, -4.03323, 3.00636], [3.89155, -3.10288, 2.98995], [5.20232, -2.96499, 1.81915], [4.14026, -1.58357, 2.12639], [3.25604, -5.20116, 1.61322], [2.69017, -5.02049, -0.04861], [4.41585, -4.87655, 0.32504], [3.60116, -1.36339, -0.34825], [4.83300, -2.62605, -0.46614], [3.28372, -2.83072, -1.27503], [-1.11265, -1.60988, -5.57560], [-1.05225, -2.85000, -4.68121], [-0.65099, -2.63439, -2.90802], [1.03854, -3.24632, -2.82790], [2.02073, -2.40838, -3.62091], [2.16291, -0.68806, -3.03617], [2.24673, 0.17663, -4.63428], [0.94103, 0.31790, -5.39807], [0.44860, -1.13419, -6.36572], [-1.48746, -0.74613, -5.02721], [-1.79222, -1.81539, -6.40326], [-0.34056, -3.57611, -5.07391], [-2.03677, -3.31585, -4.65746], [1.04933, -4.27780, -3.18283], [1.26493, -3.23416, -1.76799], [1.73138, -2.35810, -4.66770], [3.01311, -2.85561, -3.55105], [3.00990, -0.33493, -5.22313], [2.61936, 1.17014, -4.37825], [1.02413, 1.14302, -6.10601], [0.13505, 0.54139, -4.70277], [-4.21973, 1.20584, -5.00039], [-3.80973, 0.42721, -3.36789], [-3.90556, -1.42647, -3.49755], [-4.93463, 0.98153, -2.00251], [-1.59525, 1.11523, -2.84800], [-1.46033, 3.49300, -2.87124], [-0.97737, 3.93687, -4.60726], [-0.24115, 4.09624, -1.63364], [-3.13773, 4.18598, -2.48362], [-5.19089, 0.84379, -5.34872], [-3.47428, 0.95792, -5.75911], [-4.27438, 2.29410, -4.93552], [-4.91438, -1.75167, -3.23272], [-3.21128, -1.92196, -2.81613], [-3.70222, -1.77085, -4.51226], [-5.96499, 0.69209, -2.22844], [-4.91129, 2.06194, -1.86260], [-4.64879, 0.51527, -1.05695], [-0.00078, 3.52719, -4.87252], [-0.92920, 5.02435, -4.71111], [-1.70511, 3.56146, -5.33006], [0.76387, 3.74738, -1.87051], [-0.48346, 3.73583, -0.63302], [-0.24058, 5.18993, -1.62348], [-3.89712, 3.87642, -3.20359], [-3.08028, 5.27771, -2.50685], [-3.47020, 3.88879, -1.48768]],
  "atomic_forces_ev_per_a": [[-0.124, -0.976, 1.946], [0.013, 0.019, -0.029], [-0.050, 0.064, 0.033], [0.021, -0.025, -0.026], [0.025, 0.005, -0.010], [0.002, 0.045, 0.038], [-0.121, -0.026, -0.045], [-0.395, -0.148, -0.151], [-0.185, 0.640, -1.150], [-0.296, 0.241, 0.023], [-0.059, -0.066, -0.153], [0.074, 0.021, 0.011], [0.011, -0.064, 0.022], [0.390, 0.213, -0.097], [-0.295, -0.139, 0.263], [-0.219, -0.722, -1.078], [-0.040, 0.041, -0.003], [-0.034, -0.059, 0.013], [-0.023, -0.034, -0.007], [0.010, 0.002, 0.006], [-0.014, -0.048, 0.020], [0.021, -0.008, -0.014], [0.009, 0.023, -0.032], [0.022, -0.011, -0.035], [0.547, 0.042, -0.713], [1.020, -0.917, 1.117], [0.281, -0.114, 0.068], [0.104, 0.049, -0.029], [-0.056, -0.021, 0.065], [-0.027, 0.011, -0.003], [-0.002, 0.007, 0.023], [-0.004, 0.085, 0.061], [0.008, -0.002, -0.006], [0.010, 0.004, 0.010], [0.008, -0.020, -0.011], [-0.015, 0.014, -0.004], [0.002, -0.011, 0.003], [-0.013, -0.008, 0.016], [-0.025, 0.003, -0.009], [-0.011, -0.001, 0.021], [0.016, 0.002, 0.010], [-0.022, -0.034, 0.006], [-0.015, 0.016, -0.008], [-0.005, 0.016, -0.035], [0.032, 0.009, 0.007], [0.023, 0.009, -0.001], [-0.015, 0.004, 0.005], [0.010, 0.002, 0.005], [-0.011, 0.000, 0.005], [0.003, -0.020, 0.006], [0.027, 0.019, 0.024], [0.013, 0.004, -0.005], [-0.005, -0.003, 0.009], [0.016, 0.002, 0.011], [-0.012, -0.008, 0.013], [-0.010, -0.010, -0.011], [0.000, 0.016, -0.001], [-0.003, -0.011, -0.008], [-0.017, -0.008, 0.006], [0.003, 0.021, -0.004], [0.011, 0.001, 0.015], [0.007, 0.000, -0.008], [-0.010, -0.031, -0.022], [0.032, 0.001, -0.001], [-0.005, 0.012, -0.006], [0.000, -0.015, 0.017], [-0.014, -0.014, -0.022], [0.025, -0.004, -0.010], [0.000, -0.005, 0.016], [0.007, -0.003, -0.006], [-0.015, -0.023, -0.005], [-0.006, -0.016, -0.036], [0.247, -0.082, 0.003], [-0.232, 0.452, -0.154], [0.229, 0.896, 0.724], [0.141, -0.084, -0.160], [-0.010, -0.111, 0.104], [-0.489, 0.518, -0.261], [0.024, 0.005, 0.031], [0.116, -0.088, -0.057], [-0.098, 0.005, -0.082], [-0.102, 0.000, -0.033], [-0.091, -0.046, 0.090], [0.031, -0.029, 0.124], [0.036, -0.055, 0.035], [-0.095, 0.012, -0.063], [0.067, -0.104, 0.019], [0.042, -0.068, -0.004], [0.035, 0.046, 0.038], [0.092, 0.104, 0.003], [0.074, -0.038, 0.018], [0.061, 0.042, 0.068], [-0.060, 0.172, -0.104], [-0.023, 0.163, -0.202], [0.555, 0.214, 0.563], [0.062, -0.245, -0.046], [-0.306, 0.055, 0.057], [-0.699, 0.545, -1.080], [-0.169, -0.514, 0.191], [0.064, 0.037, -0.209], [0.262, 0.032, 0.150], [-0.224, 0.020, 0.027], [-0.011, 0.024, 0.002], [-0.018, -0.029, 0.011], [-0.012, -0.008, -0.004], [0.010, -0.016, -0.012], [-0.094, -0.035, 0.064], [-0.025, 0.002, -0.002], [-0.038, 0.013, 0.062], [0.006, -0.012, -0.005], [-0.005, -0.016, -0.019], [0.003, 0.011, 0.015], [0.006, 0.006, -0.024], [0.007, 0.004, 0.008], [0.023, 0.036, 0.002], [-0.034, 0.073, 0.010], [0.023, -0.013, 0.003], [-0.014, 0.037, 0.008], [-0.026, 0.009, -0.027], [0.029, 0.021, 0.002]],
  "e_tot_ha": -8246.5632,
  "fmax_ev_per_a": 2.2,
  "total_charge": 1,
  "multiplicity": 1,
  "homo_energy_ha": [-0.3528, -0.3426]
}

Record 2
{
  "formula": "C40H70N2O10",
  "method": "the ωB97M-V functional and the def2-TZVPD basis",
  "elements": ["C", "C", "C", "N", "C", "C", "H", "H", "H", "H", "H", "C", "C", "C", "N", "C", "C", "H", "H", "H", "H", "H", "C", "C", "C", "O", "H", "H", "H", "H", "H", "H", "C", "C", "C", "O", "H", "H", "H", "H", "H", "H", "C", "C", "C", "O", "H", "H", "H", "H", "H", "H", "C", "C", "C", "O", "H", "H", "H", "H", "H", "H", "C", "C", "C", "O", "H", "H", "H", "H", "H", "H", "C", "C", "C", "O", "H", "H", "H", "H", "H", "H", "C", "C", "C", "O", "H", "H", "H", "H", "H", "H", "C", "C", "C", "O", "H", "H", "H", "H", "H", "H", "C", "C", "C", "O", "H", "H", "H", "H", "H", "H", "C", "C", "C", "O", "H", "H", "H", "H", "H", "H"],
  "coordinates": [[0.47735, 0.53569, -1.04484], [1.55750, 0.60221, -0.18339], [1.56744, -0.22413, 0.93905], [0.57573, -1.04868, 1.24546], [-0.43076, -1.14261, 0.37364], [-0.50916, -0.40496, -0.79248], [0.43442, 1.17953, -1.91532], [2.39358, 1.26733, -0.35363], [2.37020, -0.15869, 1.66532], [-1.14701, -1.92419, 0.60896], [-1.33333, -0.56952, -1.47644], [3.29443, -1.25872, 4.87511], [3.72277, -0.25400, 4.01764], [3.05008, 0.95933, 4.04015], [1.99238, 1.20099, 4.79336], [1.54583, 0.20219, 5.54574], [2.16495, -1.03904, 5.62981], [3.81224, -2.21100, 4.89176], [4.59210, -0.42995, 3.39900], [3.34227, 1.70051, 3.30338], [0.69644, 0.41557, 6.18727], [1.70596, -1.82417, 6.21782], [2.84686, -2.50471, -4.10159], [2.31566, -3.63644, -3.26110], [1.71348, -3.28234, -1.92739], [2.35343, -4.78299, -3.63146], [3.37792, -1.78041, -3.47824], [1.99063, -1.99840, -4.55746], [3.50880, -2.85271, -4.88900], [0.92585, -3.98307, -1.66185], [1.28592, -2.27927, -1.85926], [2.45443, -3.36626, -1.12603], [-2.85408, -2.50884, -4.69843], [-1.62904, -3.39065, -4.57378], [-1.34281, -3.96818, -3.20734], [-0.99059, -3.71384, -5.54675], [-3.66449, -2.94380, -4.11148], [-3.15513, -2.43600, -5.74045], [-2.65521, -1.49766, -4.33576], [-1.05762, -3.15030, -2.54202], [-0.58183, -4.72971, -3.34116], [-2.28340, -4.34329, -2.81381], [-2.27109, 2.31898, 0.01695], [-1.58265, 3.51313, 0.61956], [-2.20306, 4.15251, 1.84210], [-0.53602, 3.92028, 0.16271], [-3.34442, 2.44897, -0.10116], [-1.98274, 1.46064, 0.62742], [-1.82585, 2.15965, -0.96250], [-2.76316, 3.43694, 2.43515], [-2.85669, 4.94755, 1.47048], [-1.40931, 4.63529, 2.40858], [1.75767, -4.10638, 2.09636], [1.34945, -5.05599, 3.18370], [2.14863, -5.03180, 4.47010], [0.47166, -5.86706, 3.01080], [1.08172, -4.23000, 1.25096], [2.77865, -4.28603, 1.74983], [1.70341, -3.06196, 2.41356], [1.62697, -5.62151, 5.22391], [2.28025, -4.03288, 4.88024], [3.09526, -5.52829, 4.24615], [-1.43309, -1.96751, 4.32053], [-1.84771, -0.53291, 4.47428], [-2.04390, 0.23252, 3.20101], [-1.99399, -0.02095, 5.56332], [-2.23913, -2.57727, 3.90120], [-1.14395, -2.40350, 5.27197], [-0.62257, -2.01732, 3.58225], [-2.60546, -0.34603, 2.46617], [-1.04404, 0.38818, 2.77447], [-2.46575, 1.21800, 3.37616], [-3.95539, 0.91022, -3.09180], [-5.30644, 0.93142, -3.75266], [-5.46770, 1.83958, -4.95122], [-6.23532, 0.31960, -3.27638], [-3.81035, -0.01649, -2.53501], [-3.94454, 1.70363, -2.34025], [-3.14525, 1.13702, -3.78048], [-4.54871, 1.84749, -5.53145], [-5.70910, 2.84106, -4.59376], [-6.30811, 1.49155, -5.54976], [1.91489, 3.94096, 2.49657], [3.35491, 4.34357, 2.59239], [3.98890, 4.88080, 1.33324], [3.99225, 4.29505, 3.61800], [1.49270, 3.73622, 3.47728], [1.85073, 3.02540, 1.89773], [1.36812, 4.71634, 1.95776], [3.50812, 4.53650, 0.41642], [5.01913, 4.52456, 1.26465], [4.08766, 5.96589, 1.36554], [-5.90713, -1.92121, -0.79307], [-4.65637, -2.72493, -0.96275], [-4.84237, -4.14875, -1.42813], [-3.55230, -2.24884, -0.81888], [-5.64861, -0.92972, -0.42115], [-6.55003, -2.40651, -0.05545], [-6.43462, -1.79127, -1.73639], [-5.35440, -4.13790, -2.39507], [-5.45369, -4.73898, -0.74686], [-3.87060, -4.61058, -1.57363], [6.67000, 2.39330, 1.35320], [5.64850, 1.64382, 0.52743], [6.05406, 1.18561, -0.85710], [4.57945, 1.32391, 0.99268], [7.44367, 1.68034, 1.64565], [6.18932, 2.79587, 2.24343], [7.10860, 3.21950, 0.79272], [6.55565, 0.22348, -0.71340], [6.69167, 1.88439, -1.39032], [5.15868, 0.97493, -1.44140], [-0.75074, 3.56484, -4.25190], [-1.58357, 4.23914, -3.18279], [-1.05578, 5.50634, -2.56925], [-2.68570, 3.81796, -2.91664], [-1.18430, 3.85099, -5.21209], [-0.84147, 2.48572, -4.13943], [0.29265, 3.87008, -4.22942], [-1.60357, 5.76791, -1.67129], [-1.07589, 6.33119, -3.28587], [-0.00084, 5.35897, -2.31890]],
  "atomic_forces_ev_per_a": [[0.294, -0.144, -0.118], [0.105, -0.043, 0.130], [-0.007, 0.555, 0.165], [-0.023, -0.124, -0.086], [0.207, -0.685, 0.048], [-0.243, 0.008, -0.074], [-0.034, -0.033, -0.016], [-0.052, 0.037, 0.025], [0.098, -0.035, -0.169], [-0.279, 0.238, -0.130], [-0.076, 0.086, 0.096], [0.178, -0.130, -0.500], [0.213, -0.272, 0.651], [0.369, -0.325, -1.056], [-0.408, 0.147, 0.011], [0.118, 0.019, 0.701], [-0.511, -0.042, -0.044], [-0.025, 0.014, 0.066], [-0.051, 0.253, -0.163], [0.058, 0.248, 0.354], [-0.126, -0.007, -0.212], [0.148, 0.068, 0.178], [0.080, 0.208, 0.094], [-0.004, -0.006, 0.004], [-0.345, 0.115, 0.666], [0.062, -0.168, -0.088], [-0.108, 0.028, -0.013], [0.040, 0.042, 0.029], [-0.068, -0.174, -0.021], [0.075, -0.170, -0.126], [0.201, 0.061, -0.208], [0.190, 0.073, -0.200], [0.053, 0.073, -0.068], [-0.465, -0.412, -0.187], [-0.204, 0.597, -0.586], [0.213, 0.221, -0.012], [-0.045, 0.185, 0.049], [0.050, -0.045, -0.048], [-0.004, -0.072, 0.175], [0.186, -0.155, 0.108], [0.071, -0.040, 0.384], [0.109, -0.294, 0.095], [0.580, 0.244, -0.444], [0.021, -0.108, 0.216], [0.395, 0.224, -0.514], [-0.019, 0.117, -0.071], [-0.075, -0.146, 0.352], [-0.472, -0.081, 0.114], [-0.125, -0.038, -0.050], [-0.116, 0.066, 0.080], [-0.203, -0.121, 0.145], [-0.065, -0.083, 0.173], [-0.179, 0.336, -0.386], [0.271, -0.108, 0.060], [-0.528, -0.353, 0.144], [-0.186, 0.012, 0.071], [0.029, -0.019, 0.003], [0.037, -0.110, 0.186], [0.013, -0.056, 0.131], [0.021, -0.098, -0.105], [0.301, 0.100, -0.269], [0.188, 0.285, 0.179], [0.185, -0.272, -0.391], [-0.298, 0.016, 0.491], [0.504, 0.226, -0.290], [0.060, -0.032, -0.167], [-0.109, 0.175, 0.018], [0.098, 0.083, 0.051], [0.052, -0.059, 0.177], [-0.097, 0.068, 0.013], [-0.068, -0.090, -0.017], [-0.253, -0.099, 0.121], [0.025, -0.005, 0.372], [0.018, 0.257, 0.262], [-0.230, -0.473, 0.087], [-0.101, -0.143, -0.193], [0.043, -0.106, -0.201], [-0.033, 0.129, -0.146], [0.068, -0.136, 0.006], [-0.030, 0.232, -0.113], [0.205, 0.090, -0.005], [0.041, 0.016, -0.041], [0.035, -0.149, -0.009], [0.000, 0.310, 0.081], [0.791, -0.413, -0.523], [0.073, -0.121, 0.074], [0.025, 0.052, 0.042], [-0.052, 0.084, -0.084], [-0.137, -0.096, 0.004], [-0.324, 0.300, 0.096], [-0.029, -0.018, 0.244], [-0.398, 0.053, -0.015], [0.118, 0.458, 0.603], [-0.158, -0.152, -0.509], [0.196, -0.003, -0.250], [0.189, 0.069, 0.113], [-0.018, -0.028, -0.048], [-0.155, -0.053, -0.177], [-0.055, -0.168, -0.038], [-0.100, 0.030, 0.074], [-0.001, 0.051, 0.072], [-0.021, -0.134, 0.198], [-0.414, 0.080, -0.014], [0.348, -0.009, 0.011], [-0.448, -0.201, 0.144], [-0.280, 0.084, 0.021], [0.144, 0.131, -0.051], [0.036, -0.120, 0.077], [0.184, -0.157, -0.065], [0.235, 0.139, -0.142], [0.179, -0.030, 0.087], [-0.005, 0.071, 0.012], [-0.047, 0.069, 0.209], [-0.261, 0.481, -0.304], [0.657, -0.171, 0.107], [-0.040, -0.159, 0.170], [0.058, -0.061, -0.055], [0.031, -0.026, -0.087], [0.025, -0.033, -0.017], [-0.118, 0.033, -0.027], [-0.176, -0.091, -0.098], [-0.100, 0.060, 0.124]],
  "smiles": "c1ccncc1.c1ccncc1.CC(C)=O.CC(C)=O.CC(C)=O.CC(C)=O.CC(C)=O.CC(C)=O.CC(C)=O.CC(C)=O.CC(C)=O.CC(C)=O",
  "e_above_lowest_kj_mol": 0.0,
  "e_tot_ha": -2428.0315,
  "fmax_ev_per_a": 1.2,
  "multiplicity": 1,
  "homo_energy_ha": -0.3466
}